Arrangement 1

9
Properties=species:S:1:pos:R:3:nbo_charge:R:1 method="wB97M-V/def2-TZVPD" molar_mass_da=61.06 total_charge=+1 smiles="C[N+](N)=O"
O 0.479 1.577 -1.668 -0.30
C -0.873 -0.182 -0.367 -0.51
H 1.246 -0.236 1.046 0.44
H 2.242 1.073 0.134 0.50
H -1.057 -0.944 -1.176 0.34
H -1.087 -0.440 0.785 0.26
H -1.658 0.507 -0.499 0.32
N 0.320 0.499 -0.404 0.30
N 1.389 0.503 0.309 -0.34

Arrangement 2

9
Properties=species:S:1:pos:R:3:nbo_charge:R:1 method="wB97M-V/def2-TZVPD" molar_mass_da=61.06 total_charge=+1
N -0.178 -0.721 -0.719 0.02
O -0.568 -1.733 -1.473 -0.45
H -1.272 -1.570 -2.197 0.55
H 1.025 0.240 1.723 0.46
C 0.687 -0.528 0.000 0.67
H 2.192 0.707 0.459 0.47
H -1.346 1.651 0.476 -0.06
H -1.974 1.803 0.922 0.06
N 1.433 0.152 0.810 -0.72

Name the least stable of them. arrangement 1.

Arrangement 1

9
Properties=species:S:1:pos:R:3:nbo_charge:R:1 method="wB97M-V/def2-TZVPD" molar_mass_da=61.06 total_charge=+1 smiles=[NH3+][C@@H]1NO1
H 0.918 0.464 1.352 0.45
H 1.364 0.287 -0.192 0.46
C -0.696 -0.011 0.169 0.32
N -1.139 -0.168 -1.101 -0.25
O -0.797 1.131 -0.580 -0.32
H -1.280 -0.132 1.025 0.21
H -0.335 -0.433 -1.838 0.37
N 0.732 -0.110 0.603 -0.71
H 1.234 -1.028 0.562 0.47

Arrangement 2

9
Properties=species:S:1:pos:R:3:nbo_charge:R:1 method="wB97M-V/def2-TZVPD" molar_mass_da=61.06 total_charge=+1 smiles="N/C=[NH+]/O"
H -0.669 -0.507 1.708 0.43
O 0.724 1.013 1.804 -0.49
H -0.350 -0.162 -1.951 0.43
C 0.158 0.105 -0.115 0.38
N -0.007 0.038 1.166 -0.24
H -1.394 -1.059 -0.805 0.44
H 1.462 0.585 2.310 0.50
H 1.055 0.566 -0.470 0.24
N -0.627 -0.389 -1.085 -0.69

Name the least stable of them. arrangement 1.